Here is an isolated ion of composition C2HFOP and charge -1 from the Open Molecules 2025 dataset. Energies are from ωB97M-V with the def2-TZVPD basis set.

Element x y z (Å)
O -1.4972 -0.3805 0.4032
C -0.3830 0.1038 -0.2682
C 0.3887 -0.7175 -1.0559
P -0.0905 -0.2480 1.4733
F 1.6307 -0.0602 -1.3109
H -0.0488 1.3024 0.7585

Summary:
- Orbital gap: 6.8 eV
- Total charge: -1
- E_tot: -16138.7112 eV

Atom charges from the Löwdin analysis, given in e for atoms 1 to 5:
1 O -0.49
2 C -0.83
3 C -0.19
4 P 0.71
5 F -0.20

=====

Here is an isolated molecule of C2H3N3O from the Open Molecules 2025 dataset. Energies are from ωB97M-V with the def2-TZVPD basis set.

Element x y z (Å)
N 0.7987 0.7731 -1.1068
C -0.2655 0.6238 -0.2603
C -0.4054 -0.7884 0.2269
N -0.4829 -1.0517 1.4938
N -0.4861 -1.3225 2.5964
O -1.0400 1.5218 0.0036
H 0.9666 1.6965 -1.4794
H 1.5831 0.1444 -1.0337
H -0.6684 -1.5971 -0.4406

Summary:
- Orbital gap: 9.5 eV
- Total charge: 0
- Energy relative to the best compared isomer or geometry (same formula, charge and spin): 35.46 kcal/mol
- E_tot: -8638.9569 eV

Atom charges from the Löwdin analysis, given in e for atoms 1 to 5:
1 N 0.14
2 C -0.55
3 C -0.08
4 N -0.11
5 N 0.22

=====

Here is C10H10BrNS as an isolated structure from the Open Molecules 2025 dataset. Energies are from ωB97M-V with the def2-TZVPD basis set.

Element x y z (Å)
C 1.2057 -2.2910 -0.8557
C 0.0796 0.5174 3.2986
C 1.0181 -0.4843 2.9641
C -0.8704 0.7900 2.3435
C 1.0225 -1.0421 1.7158
C -0.8708 0.2621 1.0607
C 0.0380 -0.7965 0.7506
C -0.7417 1.7651 -3.0213
C 0.2780 0.7779 -2.4050
C -0.0031 -1.5653 -0.5424
N 2.1583 -2.9044 -1.0295
S -0.7168 -0.6591 -2.0551
Br -1.5023 -2.8271 -0.3282
H -0.0396 0.9060 4.3281
H 1.8072 -0.6750 3.6524
H -1.8170 1.4668 2.5589
H 1.8333 -1.6630 1.4934
H -1.5955 0.4225 0.3873
H -1.2859 1.3192 -3.8167
H -1.4749 1.9376 -2.2772
H -0.2656 2.6807 -3.5016
H 0.6129 1.3525 -1.5094
H 1.1302 0.7099 -3.2113

Summary:
- Orbital gap: 9.2 eV
- Total charge: 0
- Energy relative to the best compared isomer or geometry (same formula, charge and spin): 26.12 kcal/mol
- E_tot: -92898.2660 eV

Atom charges from the Löwdin analysis, given in e for atoms 1 to 5:
1 C -0.32
2 C -0.08
3 C -0.07
4 C -0.10
5 C -0.05

=====

Here is C3H4F2S as an isolated structure from the Open Molecules 2025 dataset. Energies are from ωB97M-V with the def2-TZVPD basis set.

Element x y z (Å)
C 0.3803 -0.0725 0.5805
C 0.7567 0.2541 -0.8950
C -1.1465 -0.2270 0.2962
H 1.2183 1.2545 -0.9611
H 1.3411 -0.5535 -1.3454
H -1.7845 0.5102 0.8389
H -1.4209 -1.2975 0.3666
F 0.9915 -1.1922 1.1883
F 0.6274 1.0058 1.3392
S -0.9634 0.3181 -1.4083

Summary:
- Orbital gap: 10.0 eV
- Total charge: 0
- Energy relative to the best compared isomer or geometry (same formula, charge and spin): 0.00 kcal/mol
- E_tot: -19445.4708 eV

Atom charges from the Löwdin analysis, given in e for atoms 1 to 5:
1 C -0.59
2 C -0.37
3 C -0.37
4 H 0.09
5 H 0.09

=====

Here is a 3-piece molecular cluster, C16H24N7O2S2 overall from the Open Molecules 2025 dataset. Energies are from ωB97M-V with the def2-TZVPD basis set.

Element x y z (Å)
N 0.2077 -2.1948 -2.3826
C -0.5696 -0.9660 -2.8895
C 0.1598 -0.1899 -4.1253
N -0.4346 -0.3904 -5.5194
N -1.5293 -1.2107 -5.8518
C -0.9437 -2.4781 -5.9492
S -0.1042 -3.9920 -6.0636
C 0.3311 0.4292 -6.5362
S 0.0328 0.6100 -8.3860
C 1.4801 1.0990 -5.5719
N 1.3524 0.7283 -4.0812
C 2.2508 1.1723 -2.9062
C 3.4524 2.1450 -3.3533
C 4.4720 2.7413 -2.2304
C 4.0872 2.1581 -0.7598
C 2.8470 1.1551 -0.6030
N 1.8637 0.6247 -1.5841
H -0.3725 -2.5584 -1.5801
H 1.1029 -1.8790 -1.9233
H -1.6296 -1.4003 -3.2206
H -0.8188 -0.2553 -1.9629
H 1.2489 0.5817 -9.1111
H 2.2865 1.7848 -6.0688
H 3.6350 2.4547 -4.4742
H 5.3659 3.4594 -2.4696
H 4.7223 2.4738 0.1768
H 2.6661 0.7490 0.5079
C -2.0593 -0.3831 1.0891
O -1.9844 -1.0093 0.0390
N -1.2186 0.6404 1.4709
C -1.3728 1.3340 2.7328
C -0.1457 1.0360 0.5823
H -2.8390 -0.6038 1.8361
H -1.5426 2.3963 2.5345
H -0.4569 1.2121 3.3181
H -2.2176 0.9357 3.3014
H -0.5739 1.3539 -0.3731
H 0.5067 0.1753 0.4068
H 0.4336 1.8549 1.0171
C -0.6511 -0.8048 6.1956
O -0.3849 0.3744 5.9987
N -1.8443 -1.2822 6.6941
C -2.0832 -2.6958 6.8991
C -2.8941 -0.3408 7.0241
H 0.0771 -1.6030 5.9783
H -2.9419 -3.0011 6.2942
H -2.3001 -2.8684 7.9572
H -1.2115 -3.2894 6.6102
H -3.1607 0.2242 6.1258
H -2.5220 0.3563 7.7810
H -3.7753 -0.8633 7.4059

Summary:
- Orbital gap: 6.6 eV
- Total charge: +1
- E_tot: -53156.8175 eV

Atom charges from the Löwdin analysis, given in e for atoms 1 to 5:
1 N -0.02
2 C -0.19
3 C 0.01
4 N -0.16
5 N 0.03

=====

Here is an isolated molecule of C4H6O2S from the Open Molecules 2025 dataset. Energies are from ωB97M-V with the def2-TZVPD basis set.

Element x y z (Å)
C 3.3075 0.2995 0.2873
O 2.5760 -0.8520 -0.0516
C 1.2818 -0.5800 -0.2645
C 0.7199 0.6088 -0.1708
O -0.6917 0.7664 -0.4743
C -1.5234 0.1767 0.3980
S -3.0688 -0.2710 0.0456
H 3.3265 0.9426 -0.5780
H 4.3634 -0.0218 0.4590
H 2.8834 0.8287 1.1788
H 0.7706 -1.4703 -0.5796
H 1.1474 1.5966 0.0490
H -1.1786 0.1154 1.4481

Summary:
- Structure (SMILES): CO/C=C/OC=S
- Orbital gap: 9.1 eV
- Total charge: 0
- Energy relative to the best compared isomer or geometry (same formula, charge and spin): 51.79 kcal/mol
- E_tot: -19173.0608 eV

Atom charges from the Löwdin analysis, given in e for atoms 1 to 5:
1 C -0.10
2 O -0.10
3 C -0.14
4 C -0.09
5 O -0.13

=====

What did the fifth record say?
Here is a 3-piece molecular cluster, C16H24N7O2S2 overall from the Open Molecules 2025 dataset. Energies are from ωB97M-V with the def2-TZVPD basis set.

Element x y z (Å)
N 0.2077 -2.1948 -2.3826
C -0.5696 -0.9660 -2.8895
C 0.1598 -0.1899 -4.1253
N -0.4346 -0.3904 -5.5194
N -1.5293 -1.2107 -5.8518
C -0.9437 -2.4781 -5.9492
S -0.1042 -3.9920 -6.0636
C 0.3311 0.4292 -6.5362
S 0.0328 0.6100 -8.3860
C 1.4801 1.0990 -5.5719
N 1.3524 0.7283 -4.0812
C 2.2508 1.1723 -2.9062
C 3.4524 2.1450 -3.3533
C 4.4720 2.7413 -2.2304
C 4.0872 2.1581 -0.7598
C 2.8470 1.1551 -0.6030
N 1.8637 0.6247 -1.5841
H -0.3725 -2.5584 -1.5801
H 1.1029 -1.8790 -1.9233
H -1.6296 -1.4003 -3.2206
H -0.8188 -0.2553 -1.9629
H 1.2489 0.5817 -9.1111
H 2.2865 1.7848 -6.0688
H 3.6350 2.4547 -4.4742
H 5.3659 3.4594 -2.4696
H 4.7223 2.4738 0.1768
H 2.6661 0.7490 0.5079
C -2.0593 -0.3831 1.0891
O -1.9844 -1.0093 0.0390
N -1.2186 0.6404 1.4709
C -1.3728 1.3340 2.7328
C -0.1457 1.0360 0.5823
H -2.8390 -0.6038 1.8361
H -1.5426 2.3963 2.5345
H -0.4569 1.2121 3.3181
H -2.2176 0.9357 3.3014
H -0.5739 1.3539 -0.3731
H 0.5067 0.1753 0.4068
H 0.4336 1.8549 1.0171
C -0.6511 -0.8048 6.1956
O -0.3849 0.3744 5.9987
N -1.8443 -1.2822 6.6941
C -2.0832 -2.6958 6.8991
C -2.8941 -0.3408 7.0241
H 0.0771 -1.6030 5.9783
H -2.9419 -3.0011 6.2942
H -2.3001 -2.8684 7.9572
H -1.2115 -3.2894 6.6102
H -3.1607 0.2242 6.1258
H -2.5220 0.3563 7.7810
H -3.7753 -0.8633 7.4059

Summary:
- Orbital gap: 6.6 eV
- Total charge: +1
- E_tot: -53156.8175 eV

Atom charges from the Löwdin analysis, given in e for atoms 1 to 5:
1 N -0.02
2 C -0.19
3 C 0.01
4 N -0.16
5 N 0.03

=====

- The lowest orbital gap belongs to which entry?
  C16H24N7O2S2

=====

- What is the formula in the fifth record?
  C16H24N7O2S2

=====

Repeat the second record exactly.
Here is an isolated molecule of C2H3N3O from the Open Molecules 2025 dataset. Energies are from ωB97M-V with the def2-TZVPD basis set.

Element x y z (Å)
N 0.7987 0.7731 -1.1068
C -0.2655 0.6238 -0.2603
C -0.4054 -0.7884 0.2269
N -0.4829 -1.0517 1.4938
N -0.4861 -1.3225 2.5964
O -1.0400 1.5218 0.0036
H 0.9666 1.6965 -1.4794
H 1.5831 0.1444 -1.0337
H -0.6684 -1.5971 -0.4406

Summary:
- Orbital gap: 9.5 eV
- Total charge: 0
- Energy relative to the best compared isomer or geometry (same formula, charge and spin): 35.46 kcal/mol
- E_tot: -8638.9569 eV

Atom charges from the Löwdin analysis, given in e for atoms 1 to 5:
1 N 0.14
2 C -0.55
3 C -0.08
4 N -0.11
5 N 0.22